An isolated ion of composition C27H55Br2IN2O2P and charge +1. Source: the Open Molecules 2025 dataset; level of theory: wB97M-V/def2-TZVPD.

Each line ends with the Mulliken charge.
Geometry (Å):
C  7.51040  -5.14907  0.89769  -1.333
C  7.15381  -3.93581  0.04719  -0.240
C  7.48994  -2.61546  0.74382  -0.953
C  6.68814  -1.41578  0.23712  -0.276
C  7.23382  -0.79413  -1.06202  -0.862
C  7.28142  0.73144  -1.03140  -1.076
C  5.89079  1.39409  -1.06791  -0.608
C  5.42366  1.99987  0.26341  -0.445
C  4.43553  3.16288  0.08930  -0.891
C  3.31360  3.23406  1.13626  -0.539
C  1.97313  3.63481  0.53121  -0.517
C  0.85431  3.74592  1.56514  -0.294
C  -0.33888  4.59283  1.10960  -1.318
C  -1.42180  3.83539  0.34066  -0.763
C  -2.14207  2.78884  1.18705  -0.755
C  -3.14408  1.93471  0.38557  -1.369
C  -2.95792  0.41288  0.29515  1.071
C  -2.99872  -0.38931  1.63577  -1.392
I  -1.21464  -0.55636  2.80231  0.192
C  -4.19787  -0.01908  2.54041  -0.341
C  -3.96649  0.98505  3.66834  -1.466
N  -4.26650  -0.09549  -0.38902  0.193
C  -4.23059  -0.72509  -1.79666  -0.769
N  -5.57424  -0.91113  -2.18173  -0.115
C  -6.07451  -2.26819  -2.45514  -0.617
C  -6.81283  -2.88371  -1.27193  -0.691
C  -5.98406  -3.01861  0.01871  0.396
C  -5.98957  -4.43026  0.59282  -1.644
C  -3.39102  0.23742  -2.59666  -0.520
P  -2.98738  -0.19788  -4.38020  0.102
O  -3.16765  -1.82422  -4.22411  -0.493
Br  -4.93826  0.40498  -5.32314  -0.263
O  -2.08770  0.34334  -2.02145  -0.209
C  -1.85881  -0.05294  -0.68364  -0.398
Br  -0.08557  0.60618  -0.34917  -0.037
H  8.51315  -5.04370  1.31806  0.328
H  7.48608  -6.07465  0.32228  0.375
H  6.81587  -5.25821  1.73292  0.335
H  7.68221  -3.99695  -0.90828  0.284
H  6.08632  -3.95296  -0.19191  0.310
H  7.33464  -2.73346  1.82049  0.370
H  8.55537  -2.40520  0.60893  0.340
H  6.66319  -0.64859  1.01610  0.297
H  5.65023  -1.73188  0.09000  0.315
H  8.23775  -1.18229  -1.25686  0.493
H  6.61933  -1.10237  -1.91374  0.278
H  7.80370  1.04194  -0.12112  0.450
H  7.87473  1.08410  -1.87677  0.362
H  5.15643  0.64981  -1.39219  0.273
H  5.88555  2.18442  -1.82214  0.516
H  4.95610  1.22429  0.87788  0.209
H  6.30010  2.33345  0.82388  0.353
H  3.98951  3.10494  -0.90897  0.442
H  4.99428  4.10103  0.11336  0.320
H  3.20372  2.26179  1.62759  0.251
H  3.57137  3.95360  1.91787  0.334
H  1.71022  2.89736  -0.23620  0.137
H  2.08234  4.58837  0.00390  0.250
H  1.26830  4.17805  2.47994  0.579
H  0.52725  2.73825  1.84199  -0.010
H  0.03717  5.38903  0.46227  0.520
H  -0.79906  5.09349  1.96665  0.421
H  -2.16876  4.55760  -0.00534  0.406
H  -1.00073  3.37639  -0.55872  0.389
H  -1.43002  2.15917  1.71677  0.104
H  -2.71305  3.32528  1.94731  0.473
H  -3.19393  2.31763  -0.64014  0.513
H  -4.13993  2.09054  0.81202  0.637
H  -3.12274  -1.43180  1.33400  0.812
H  -5.01557  0.36482  1.92154  0.349
H  -4.56792  -0.95243  2.96915  0.525
H  -3.32758  1.81088  3.36021  0.278
H  -3.50756  0.50447  4.52841  0.440
H  -4.92018  1.40138  3.99085  0.404
H  -4.72907  -0.78295  0.20965  0.046
H  -4.92566  0.68180  -0.47023  0.550
H  -3.72643  -1.68594  -1.68422  0.648
H  -5.85241  -0.25462  -2.89854  0.338
H  -5.25646  -2.92012  -2.78077  0.338
H  -6.75995  -2.18562  -3.29803  0.415
H  -7.14322  -3.88078  -1.57439  0.463
H  -7.71974  -2.30604  -1.08927  0.279
H  -4.93799  -2.75007  -0.17869  0.094
H  -6.35511  -2.32551  0.78176  0.126
H  -5.39128  -4.50294  1.50146  0.393
H  -5.58442  -5.13729  -0.13237  0.383
H  -7.00354  -4.74640  0.83996  0.400
H  -3.88585  1.22125  -2.60137  0.570
H  -3.48037  -2.26363  -5.02820  0.334
H  -1.76378  -1.14095  -0.62217  0.407

Computed properties:
E_HOMO: -11.90 eV
total charge: +1
multiplicity: 1
frontier orbital gap: 9.6 eV
LUMO level: -2.33 eV
DFT total energy: -193435.6358 eV
structure (SMILES): CCCCCCCCCCCCCCCC[C@@]1([C@@H](I)CC)[NH2+][C@@H](NCCCC)[C@H](P(O)Br)O[C@H]1Br

***

C27H55FeN3O3 as an isolated structure at a distorted geometry. Source: the Open Molecules 2025 dataset; level of theory: wB97M-V/def2-TZVPD.

Each line ends with the Mulliken spin population.
Geometry (Å):
Fe  -0.15873  0.45607  0.02852  3.510
C  3.13276  0.39942  1.60662  -0.009
C  3.42503  0.07526  0.15431  0.017
C  4.03293  -1.35325  0.16568  0.002
C  4.08886  -1.92138  -1.24449  -0.001
C  2.66294  -1.96280  -1.76080  0.007
C  2.04642  -0.55635  -1.85421  -0.011
N  2.12248  0.11429  -0.56089  0.031
O  1.54990  1.39924  -0.58019  0.107
C  0.58879  -0.83777  -2.25512  0.027
C  2.64641  0.16243  -3.07979  0.001
C  4.41668  1.05873  -0.44871  -0.002
H  3.97943  0.29956  2.29527  0.000
H  2.32332  -0.21835  1.99868  0.006
H  2.83606  1.43716  1.80112  0.000
H  3.57518  -2.16004  0.73938  0.000
H  5.01454  -1.14735  0.60350  0.000
H  4.44792  -2.95642  -1.25201  0.000
H  4.74689  -1.38061  -1.92435  0.000
H  2.01407  -2.56279  -1.11743  -0.001
H  2.65810  -2.38592  -2.76770  0.000
H  0.10450  -1.47216  -1.49464  -0.005
H  0.48191  -1.34089  -3.21020  -0.001
H  0.04114  0.11355  -2.23628  0.043
H  2.43254  -0.37928  -4.00237  0.000
H  3.73677  0.04248  -3.03782  0.000
H  2.48803  1.23296  -3.17946  0.001
H  5.17607  1.31426  0.29441  0.000
H  3.92518  2.00409  -0.68385  0.001
H  4.87247  0.68343  -1.36137  -0.001
C  -4.55586  0.37318  -2.58752  0.001
C  -3.03832  0.12171  -2.70158  0.008
C  -2.68623  0.41906  -4.19326  -0.001
C  -2.16827  1.81971  -4.49737  0.001
C  -2.70005  2.81294  -3.47570  -0.004
C  -2.35180  2.42010  -2.02593  -0.011
N  -2.22752  0.97345  -1.84272  -0.015
O  -2.07745  0.58587  -0.51619  0.113
C  -3.37556  3.11595  -1.12516  0.000
C  -0.97013  2.98173  -1.68001  0.054
C  -2.80277  -1.34111  -2.39345  0.004
H  -4.92114  0.44240  -1.55901  0.000
H  -5.13169  -0.36293  -3.15725  0.000
H  -4.91139  1.31495  -3.01922  0.000
H  -3.64787  0.25834  -4.69007  0.000
H  -2.03339  -0.32632  -4.65811  0.000
H  -2.50394  2.16433  -5.47737  0.000
H  -1.07844  1.84000  -4.46366  0.000
H  -3.72803  3.16761  -3.57436  0.000
H  -2.18547  3.77139  -3.62876  0.001
H  -3.27728  2.91176  -0.05536  0.000
H  -4.38251  2.68153  -1.22501  0.000
H  -3.53488  4.16362  -1.38016  0.000
H  -0.18203  2.49614  -2.26017  -0.005
H  -0.73038  2.84541  -0.62091  0.005
H  -0.84289  4.05688  -1.84299  0.003
H  -1.79313  -1.59509  -2.07931  0.001
H  -2.87889  -1.96831  -3.29055  0.000
H  -3.48518  -1.75450  -1.65067  0.000
C  -1.89092  0.15757  4.24738  0.002
C  -0.58421  0.25715  3.46434  -0.025
C  0.58693  0.45300  4.42876  0.004
C  1.09050  -0.85691  5.07181  -0.001
C  1.31325  -1.95816  4.04160  0.003
C  0.19516  -2.13714  2.99740  0.003
N  -0.26502  -0.82096  2.54916  0.044
O  -1.26140  -0.96671  1.53936  0.033
C  0.79341  -2.87039  1.79693  -0.007
C  -0.89181  -2.97654  3.69658  -0.003
C  -0.61667  1.56680  2.62390  0.056
H  -2.08881  1.11420  4.73141  0.000
H  -1.93078  -0.64006  4.99061  0.000
H  -2.78106  -0.01521  3.63083  -0.001
H  1.41546  0.96120  3.92757  0.000
H  0.29261  1.14104  5.22425  0.000
H  0.29583  -1.10548  5.77964  0.000
H  2.00241  -0.57358  5.59422  0.000
H  1.35816  -2.88232  4.62760  0.000
H  2.30973  -1.86636  3.60579  0.001
H  0.08301  -2.93684  0.97451  -0.002
H  1.60240  -2.23645  1.42842  0.006
H  1.22856  -3.81990  2.10210  0.000
H  -1.05876  -2.67952  4.73254  0.000
H  -1.87875  -2.91142  3.22338  -0.001
H  -0.60951  -4.02877  3.70547  0.000
H  -1.46785  1.47028  1.93939  0.007
H  0.32297  1.66957  2.07284  -0.001
H  -0.79501  2.39295  3.30755  -0.001
H  -1.97598  -1.44839  1.98069  0.003

Computed properties:
E_HOMO (spin up / spin down): -6.46 / -6.51 eV
multiplicity: 5
frontier orbital gap (spin up / spin down): 6.9 / 7.0 eV
LUMO level (spin up / spin down): 0.46 / 0.45 eV
DFT total energy: -73886.9437 eV

***

multiplicity of number 2 (C27H55FeN3O3)? 5